The following is a quantum chemistry calculation of a 7-piece molecular cluster, C25H33N6O overall at a distorted geometry, from OMol25.

The geometry in XYZ format:
```
65
C25H33N6O (wB97M-V/def2-TZVPD)
C -0.51587 1.35478 0.14565
O -0.17248 -0.00314 0.58234
H -0.72404 2.05520 0.92963
H -1.36959 1.25052 -0.45022
H 0.33783 1.63712 -0.48678
N 2.49138 0.36552 0.43386
C 3.53522 -0.43853 0.93460
C 4.79014 0.36107 0.66563
C 4.37624 1.58292 0.08118
C 2.98998 1.58305 -0.02542
H 1.45453 0.14901 0.45350
H 3.40763 -1.40129 1.34150
H 5.83397 0.03412 0.83700
H 5.06588 2.37637 -0.16049
H 2.28017 2.28988 -0.40143
N 0.41599 2.24311 -4.55624
C 1.15627 3.02244 -5.41605
C 2.49350 3.01018 -4.97952
C 2.53923 2.31716 -3.74847
C 1.13952 1.88163 -3.44969
H -0.59546 2.02819 -4.50463
H 0.69685 3.48065 -6.26725
H 3.34262 3.49152 -5.51221
H 3.46294 2.13696 -3.12870
H 0.70388 1.29504 -2.59176
N -1.93425 0.72280 -2.72567
C -2.16988 0.04031 -3.90126
C -2.78973 0.86023 -4.82518
C -3.09074 2.09607 -4.15763
C -2.55280 1.96072 -2.75960
H -1.50014 0.41082 -1.83374
H -1.83923 -0.98430 -3.97738
H -3.09878 0.60477 -5.85760
H -3.40929 3.01844 -4.64576
H -2.43890 2.57438 -1.88443
N 0.39978 -2.25518 2.78412
C -0.07572 -2.95475 1.72400
C -0.09606 -4.36506 2.22479
C 0.39847 -4.29363 3.53752
C 0.62965 -3.00639 3.89368
H 0.42608 -1.27261 2.88717
H -0.33164 -2.60193 0.73503
H -0.50921 -5.22862 1.77303
H 0.54088 -5.05970 4.29974
H 0.98868 -2.59491 4.80342
N 0.34078 0.62160 3.33109
C -0.53489 0.42111 4.38052
C 0.25481 0.00506 5.50384
C 1.62502 0.07200 5.06911
C 1.67382 0.54198 3.76339
H 0.08763 0.74803 2.34158
H -1.61351 0.46967 4.20417
H -0.03027 -0.27938 6.47189
H 2.51021 -0.16521 5.68724
H 2.47056 0.76255 3.13254
N -2.43428 -1.25763 0.32974
C -3.17239 -1.54970 1.41635
C -4.17731 -2.31420 1.06291
C -4.13266 -2.58076 -0.31266
C -2.96068 -1.80671 -0.84077
H -1.57076 -0.67472 0.41740
H -2.82265 -1.11020 2.37038
H -4.88824 -2.75077 1.70332
H -4.72823 -3.20213 -0.98687
H -2.58049 -1.72554 -1.86544
```

The strongest force on any atom comes out at 5.7 eV Å⁻¹. Its multiplicity is 1. The gap between HOMO and LUMO comes out at 0.2832 Ha. The calculation puts the total energy at -37445.77982 eV. Its charge is -1. Its relative energy (zero: lowest compared OMol25 entry of this formula, charge and spin) is 0.0 kJ/mol.


The following is a quantum chemistry calculation of one molecule with the formula C25H34FN3O4, from OMol25.

The geometry in XYZ format:
```
67
C25H34FN3O4 (wB97M-V/def2-TZVPD)
C -5.04050 -1.80178 1.21212
C -4.39647 -2.87870 0.34732
C -3.18144 -2.37799 -0.43560
C -1.96775 -2.12220 0.45582
C -0.72389 -1.70293 -0.32975
C -0.04894 -2.86675 -1.05356
C 1.20734 -2.43842 -1.81163
C 2.36850 -2.04143 -0.89022
C 2.88919 -0.64953 -1.19807
O 2.40705 0.05864 -2.06586
N 3.95274 -0.22300 -0.46975
C 4.48522 -0.82838 0.72676
H 5.57538 -0.73197 0.68531
H 4.24304 -1.88717 0.77089
C 3.93314 -0.08484 1.98065
N 3.29280 1.15188 1.58381
C 1.91368 1.18799 1.46046
C 1.26566 1.65513 0.32388
C -0.12683 1.68240 0.21681
C -0.90812 1.31276 1.32868
C -0.26409 0.87854 2.49276
C 1.09807 0.80412 2.54704
F 1.67868 0.38129 3.69627
H -0.86530 0.60580 3.34614
C -2.36557 1.36226 1.30177
O -3.05807 1.06205 2.28563
C -2.91417 1.77663 0.03338
C -2.08940 2.06828 -1.01238
N -0.75074 2.02945 -0.96405
C 0.00365 2.34117 -2.16653
C 0.47171 3.79419 -2.17164
H 1.09577 4.01176 -1.30851
H 1.04359 3.99093 -3.07397
H -0.38441 4.46489 -2.14963
H 0.84425 1.64905 -2.25670
H -0.65329 2.17352 -3.02223
H -2.54394 2.34835 -1.95371
C -4.38868 1.87727 -0.18785
O -4.84632 2.19866 -1.25889
O -5.14750 1.59459 0.85827
H -4.57071 1.33094 1.63126
H 1.86278 1.95506 -0.51572
C 4.12538 1.91689 0.68520
H 3.64976 2.87666 0.48436
C 4.41717 1.14110 -0.62557
H 5.49106 1.13085 -0.83718
H 3.89956 1.56935 -1.48448
H 5.06152 2.11026 1.21825
H 3.22032 -0.71708 2.50414
H 4.75230 0.14530 2.66911
H 2.03834 -2.05745 0.15038
H 3.19513 -2.74744 -0.99045
H 0.96474 -1.58428 -2.44763
H 1.52376 -3.25273 -2.46500
H 0.20653 -3.64664 -0.33134
H -0.74980 -3.29852 -1.76918
H -0.01117 -1.24783 0.36260
H -0.99911 -0.93933 -1.06115
H -2.21156 -1.33586 1.17055
H -1.74270 -3.02603 1.02760
H -3.44656 -1.45600 -0.95935
H -2.92173 -3.12482 -1.18902
H -4.09358 -3.72081 0.97494
H -5.14081 -3.24837 -0.36217
H -5.39565 -0.98085 0.59416
H -5.89130 -2.21189 1.75143
H -4.33772 -1.40699 1.94106
```

The strongest force on any atom comes out at 0.8 eV Å⁻¹. Its multiplicity is 1. The gap between HOMO and LUMO comes out at 0.3176 Ha. The calculation puts the total energy at -41856.83283 eV. Its relative energy (zero: lowest compared OMol25 entry of this formula, charge and spin) is 12.6 kJ/mol.


The following is a quantum chemistry calculation of C25H34FN5O2S4SiV as an isolated structure at a distorted geometry, from OMol25.

The geometry in XYZ format:
```
73
C25H34FN5O2S4SiV (wB97M-V/def2-TZVPD)
V 0.42199 -0.39183 0.82376
C -2.40597 1.68428 1.87611
C -3.59490 1.56965 0.93296
S -3.48812 0.14985 -0.19976
C -3.94986 0.93618 -1.77587
C -3.06692 2.09239 -2.22992
S -1.30687 1.61422 -2.29110
C -0.48300 2.96759 -1.40470
C -0.90372 3.19122 0.03748
S -0.71036 1.76821 1.19077
H -2.53288 2.57214 2.49713
H -2.34901 0.80966 2.51962
H -4.49466 1.44405 1.53650
H -3.72382 2.47126 0.33674
H -3.88473 0.11374 -2.48978
H -4.99026 1.25875 -1.71665
H -3.36276 2.39720 -3.23396
H -3.16239 2.95870 -1.57741
H 0.57317 2.70429 -1.45622
H -0.63684 3.88896 -1.96821
H -0.29506 3.98891 0.46355
H -1.94496 3.49920 0.09893
N 7.86252 -3.12261 3.29062
C 6.60940 -2.67481 2.91878
C 6.15397 -1.41588 3.33123
C 4.87005 -1.00608 3.03995
C 4.03363 -1.83903 2.31366
C 4.46882 -3.07942 1.88197
C 5.75521 -3.49393 2.17519
S 2.33480 -1.39230 2.12070
O 1.76325 -1.58979 3.42126
O 1.75832 -2.16244 1.00813
N 2.20407 0.16121 1.67038
C 2.69793 0.22993 0.37704
N 1.72206 0.39580 -0.53982
C 2.06985 0.30321 -1.82762
C 3.38223 0.11108 -2.20885
C 4.31323 -0.02344 -1.19019
N 3.97947 0.01370 0.09436
H 8.52838 -2.43692 3.59699
H 8.24256 -3.90311 2.78631
H 6.81722 -0.76817 3.89239
H 4.50623 -0.03737 3.35931
H 3.79060 -3.70533 1.31552
H 6.10151 -4.46498 1.84124
H 1.26557 0.37209 -2.54813
H 3.65841 0.05255 -3.25084
H 5.36632 -0.18460 -1.39291
C -0.43863 0.09943 4.20461
Si -1.12661 -1.51308 3.47286
C -3.01668 -1.42476 3.82003
C -0.51414 -3.05807 4.38519
N -0.88525 -1.52421 1.73932
C -1.33925 -2.57032 0.98218
C -2.04234 -3.69633 1.46556
C -2.49555 -4.70588 0.63616
C -2.28463 -4.65976 -0.73579
C -1.59958 -3.57311 -1.25934
C -1.15469 -2.59272 -0.40871
F -0.48990 -1.51401 -0.98691
H 0.16585 -0.14800 5.07862
H -1.22484 0.78747 4.52103
H 0.22366 0.60985 3.50689
H -3.21419 -0.79803 4.69458
H -3.44099 -2.40858 4.03330
H -3.57718 -1.01341 2.97611
H 0.18367 -2.77632 5.17419
H 0.02508 -3.71715 3.70301
H -1.33715 -3.61854 4.83377
H -2.23205 -3.75965 2.52874
H -3.01891 -5.54831 1.07134
H -2.64615 -5.44597 -1.38387
H -1.39916 -3.47838 -2.31953
```

The strongest force on any atom comes out at 2.3 eV Å⁻¹. Its multiplicity is 2. The gap between HOMO and LUMO (spin up / spin down) comes out at 0.2447 / 0.2235 Ha. The calculation puts the total energy at -117646.74468 eV.


The following is a quantum chemistry calculation of C25H34N6ReS as an isolated structure, from OMol25.

The geometry in XYZ format:
```
67
C25H34N6ReS (wB97M-V/def2-TZVPD)
Re -0.77467 0.04264 -0.05117
C 1.81094 -0.04520 1.63073
C 1.12334 -0.15856 2.97347
C -0.36987 -0.32922 3.07482
C -0.86815 -0.64525 4.33130
C -2.21912 -0.54335 4.61123
C -3.06218 -0.05899 3.61258
C -2.53599 0.18482 2.37347
N -1.21640 -0.00176 2.05606
N 1.15263 0.83957 0.58890
C 0.81551 2.17293 1.20637
C -0.24719 2.89626 0.43547
C -0.30149 4.27026 0.35606
C -1.40604 4.87597 -0.23598
C -2.43117 4.07644 -0.73247
C -2.30676 2.70994 -0.64737
N -1.23450 2.11080 -0.07691
C 2.15385 1.09334 -0.54827
C 3.16144 -0.00420 -0.81730
C 4.47779 0.35653 -1.05006
C 5.40374 -0.63845 -1.34941
C 4.98421 -1.95388 -1.38475
C 3.64601 -2.22672 -1.12445
N 2.74382 -1.27947 -0.85648
H 1.94267 -1.02029 1.17817
H 2.81802 0.34586 1.79176
H 1.35720 0.71278 3.59392
H 1.60777 -0.98882 3.49186
H -0.16782 -0.92721 5.10770
H -2.60152 -0.78996 5.59430
H -4.11399 0.12050 3.79020
H -3.17866 0.55504 1.59009
H 1.71790 2.77285 1.31764
H 0.41671 1.99933 2.20427
H 0.50293 4.86734 0.76683
H -1.46922 5.95546 -0.30409
H -3.31377 4.50940 -1.18441
H -3.08267 2.06133 -1.02871
H 2.70912 1.99242 -0.28423
H 1.56980 1.34919 -1.43739
H 4.78738 1.39333 -1.00527
H 6.43748 -0.38183 -1.54047
H 5.66963 -2.76139 -1.60185
H 3.29446 -3.25302 -1.12960
C 0.32246 -0.88387 -2.70635
C 0.14800 -2.19970 -1.98572
N -0.09881 -1.96408 -0.50795
C -1.02944 -2.99061 0.06224
C -2.43376 -2.82200 -0.50619
S -2.96601 -1.05902 -0.43873
C -3.30743 -0.53095 -2.14081
C -2.06360 -0.40351 -3.00110
N -0.79522 0.02621 -2.26519
H 1.27544 -0.42998 -2.46005
H 0.28175 -1.01912 -3.78828
H -0.68888 -2.76521 -2.38698
H 1.03839 -2.81324 -2.09954
H 0.84648 -2.05917 -0.11139
H -0.66309 -3.99490 -0.16209
H -1.03729 -2.87628 1.14696
H -2.53643 -3.15479 -1.53790
H -3.15653 -3.37930 0.08945
H -4.01285 -1.23982 -2.57938
H -3.85640 0.40287 -2.02262
H -1.85149 -1.36334 -3.46380
H -2.24276 0.30096 -3.81358
H -0.57567 0.96207 -2.60757
```

The strongest force on any atom comes out at 0.3 eV Å⁻¹. Its multiplicity is 4. The gap between HOMO and LUMO (spin up / spin down) comes out at 0.2951 / 0.2093 Ha. The calculation puts the total energy at -48343.63876 eV. Its charge is +4. Its relative energy (zero: lowest compared OMol25 entry of this formula, charge and spin) is 9.3 kJ/mol.